(1)
The following is a DFT calculation (ωB97M-V/def2-TZVPD) of a molecular structure, C32H54AsBBr2CsN7O3Si3.

Values from the calculation:
ΔE to the lowest compared entry with this formula, charge and spin	1.111	eV
HOMO	-2.33	eV
2S+1	1
net charge	-2
LUMO	3.7	eV

```
104
Properties=species:S:1:pos:R:3:mulliken_charge:R:1
Cs -1.8617 0.6479 0.2766 0.875
Br -6.3503 3.8301 1.1714 -0.252
C -5.4225 3.0386 2.6355 -0.024
C -5.7348 3.4408 3.9144 -0.475
C -5.0543 2.8914 4.9784 0.165
Br -5.5045 3.4998 6.7498 -0.334
C -4.0469 1.9348 4.7923 0.808
C -3.2974 1.3456 5.8299 -0.733
C -2.3192 0.4346 5.5316 -0.947
C -2.1063 0.1025 4.1862 -0.259
N -2.7891 0.6314 3.2049 0.214
C -3.7433 1.5241 3.4569 -0.457
C -4.4376 2.0767 2.2892 0.492
O -4.1816 1.7513 1.1175 -0.586
H -6.5051 4.1838 4.0725 0.400
H -3.5145 1.6306 6.8530 0.275
H -1.7193 -0.0115 6.3139 0.425
H -1.3550 -0.6244 3.9086 0.391
B -2.2555 -3.4700 1.1726 0.069
N -3.5117 -3.0267 0.3778 0.024
C -4.6713 -3.6857 0.2705 -0.425
C -5.5133 -2.9563 -0.5465 -1.018
C -4.7471 -1.8456 -0.8977 -0.449
N -3.5493 -1.9103 -0.3378 0.294
N -1.1373 -3.6765 0.1332 0.126
C -0.9614 -4.7834 -0.6005 -0.495
C 0.0642 -4.5531 -1.4974 -1.252
C 0.4484 -3.2382 -1.2253 -0.308
N -0.2793 -2.7350 -0.2375 0.317
H -2.5004 -4.5287 1.6899 -0.233
H -1.9399 -2.6231 1.9521 -0.237
H -4.8354 -4.6264 0.7609 0.425
H -6.5238 -3.1869 -0.8277 0.384
H -5.0264 -1.0167 -1.5220 0.512
H -1.5605 -5.6635 -0.4491 0.416
H 0.4709 -5.2346 -2.2231 0.445
H 1.2222 -2.6476 -1.6867 0.590
C -2.9067 -0.3565 -3.7762 -0.461
C -2.6788 -0.5615 -5.2945 -0.761
N -1.3317 -0.1323 -5.6601 -0.259
C -1.1847 1.2888 -5.3579 -0.911
C -1.4632 1.5424 -3.8563 0.031
N -1.7394 0.2802 -3.1891 0.157
C -0.5895 -0.5980 -3.3483 0.774
C -0.3688 -0.8844 -4.8548 -0.875
H -3.0575 -1.3098 -3.2661 0.243
H -3.7800 0.2753 -3.5906 0.395
H -3.3885 0.0205 -5.8918 0.243
H -2.7799 -1.6140 -5.5771 0.384
H -1.8754 1.8426 -6.0036 0.271
H -0.1649 1.5759 -5.6253 0.433
H -2.3258 2.2034 -3.7252 0.438
H -0.5937 1.9863 -3.3717 -0.344
H -0.7914 -1.5170 -2.7983 -0.249
H 0.2785 -0.1071 -2.9028 -0.302
H -0.5134 -1.9437 -5.0889 0.386
H 0.6343 -0.5918 -5.1780 0.353
C 4.2635 -1.7758 -1.9599 -1.197
Si 4.1259 -0.0102 -1.1940 0.516
C 5.9279 0.2502 -0.5152 -1.210
C 4.0046 1.2110 -2.6700 -0.890
As 2.2421 0.1198 0.2346 0.652
Si 2.9955 2.0560 1.3511 0.799
C 4.5757 2.0177 2.4772 -1.409
C 3.4740 3.4419 0.1104 -0.998
C 1.6972 2.7987 2.5456 -1.066
Si 2.9671 -1.4826 1.8260 0.364
C 4.7281 -1.5872 2.6443 -1.240
C 2.7149 -3.3095 1.3038 -0.859
C 1.7621 -1.2448 3.2939 -0.890
H 4.9047 -1.8148 -2.8376 0.441
H 3.2808 -2.1349 -2.2490 0.279
H 4.6656 -2.4677 -1.2256 0.252
H 6.6798 0.0046 -1.2615 0.405
H 6.1084 -0.3805 0.3497 0.236
H 6.0889 1.2812 -0.2148 0.261
H 4.3601 0.8053 -3.6133 0.470
H 4.5493 2.1293 -2.4751 0.320
H 2.9597 1.4754 -2.7828 -0.028
H 5.3857 1.4701 2.0075 0.279
H 4.3665 1.5607 3.4400 0.348
H 4.9313 3.0281 2.6672 0.413
H 4.4911 3.3215 -0.2567 0.294
H 3.3856 4.4388 0.5381 0.423
H 2.8097 3.3859 -0.7422 0.069
H 1.3839 2.0566 3.2762 0.192
H 0.8208 3.0844 1.9771 0.171
H 2.0671 3.6690 3.0845 0.360
H 5.3906 -2.2084 2.0477 0.332
H 4.6589 -2.0397 3.6302 0.387
H 5.2047 -0.6219 2.7665 0.319
H 3.3120 -3.5740 0.4359 0.253
H 1.6758 -3.4613 1.0414 -0.084
H 2.9631 -4.0002 2.1063 0.431
H 1.8700 -0.2504 3.7216 0.280
H 1.9014 -1.9745 4.0874 0.549
H 0.7486 -1.3475 2.9125 -0.165
C -0.0512 3.9962 -1.5231 -1.441
C 0.3852 2.6071 -1.0077 0.624
O 1.1308 1.9394 -1.7494 -0.543
O -0.0422 2.2503 0.1027 -0.849
H 0.5203 4.2675 -2.4077 0.281
H 0.0982 4.7410 -0.7457 0.400
H -1.1081 3.9556 -1.7776 0.361
```



(2)
The following is a DFT calculation (ωB97M-V/def2-TZVPD) of a molecular structure, C32H54AsBrCrF6N5O2PS.

Values from the calculation:
ΔE to the lowest compared entry with this formula, charge and spin	0.398	eV
HOMO (alpha / beta)	-2.72 / -5.38	eV
2S+1	6
net charge	-1
LUMO (alpha / beta)	2.1 / 2.1	eV

```
104
Properties=species:S:1:pos:R:3:mulliken_charge:R:1
Cr -0.6636 -0.1001 -1.0357 1.242
Br -1.1457 -2.5620 2.0273 -0.209
C -1.7694 -2.8641 0.2258 -0.626
C -2.5630 -3.9563 0.0781 -0.458
C -2.8506 -4.3974 -1.2424 -1.216
C -2.1232 -3.8095 -2.2645 -0.378
C -1.3147 -2.7189 -2.0162 -0.231
N -1.2352 -2.1080 -0.7526 2.302
C -0.5571 -2.0423 -3.0845 0.245
O -0.4214 -2.5476 -4.1945 -0.872
O -0.0934 -0.8780 -2.7422 -0.193
H -2.9281 -4.4904 0.9428 0.491
H -3.5242 -5.2247 -1.4143 0.410
H -2.1606 -4.1745 -3.2829 0.549
C -3.4333 1.7048 -1.8764 -1.404
N -2.8354 0.4050 -2.2305 1.046
C -2.4482 0.4781 -3.6487 -1.300
C -3.9057 -0.6149 -2.1220 -2.095
C -4.5226 -0.9441 -0.7765 0.413
C -5.6183 -1.8133 -0.7920 -0.513
C -6.2743 -2.1717 0.3736 -0.775
C -5.8615 -1.6548 1.5926 -0.445
C -4.7796 -0.7858 1.6242 -1.060
C -4.1283 -0.4680 0.4540 1.005
H -4.2743 1.9284 -2.5479 0.388
H -2.6991 2.4962 -1.9745 0.246
H -3.8018 1.6963 -0.8560 0.446
H -3.3028 0.8009 -4.2596 0.441
H -2.1086 -0.4866 -4.0140 0.372
H -1.6400 1.1946 -3.7720 0.064
H -3.5194 -1.5346 -2.5588 0.418
H -4.7425 -0.2856 -2.7595 0.859
H -5.9518 -2.2216 -1.7408 0.384
H -7.1175 -2.8506 0.3309 0.363
H -6.3726 -1.9246 2.5094 0.394
H -4.4386 -0.3727 2.5682 0.434
F -0.2198 2.0549 -1.7938 -0.115
As -0.1242 3.7827 -2.3211 1.993
F -1.3209 3.4681 -3.5367 -0.460
F -1.4032 4.1656 -1.2010 -0.427
F -0.0337 5.4561 -2.7955 -0.522
F 1.0329 4.0565 -1.0594 -0.443
F 1.1163 3.3594 -3.4359 -0.447
C -0.9695 5.2343 2.8339 -1.604
C -0.7024 4.0492 1.9189 0.020
N -0.6125 2.8256 2.7062 0.317
C -0.9099 1.6017 2.2531 -0.507
S -1.6930 1.3618 0.7573 -0.309
N -0.6929 0.5590 3.0517 0.733
C -0.2907 0.5816 4.4447 -0.422
C -1.3127 1.2719 5.3632 -1.222
H -1.0160 6.1472 2.2426 0.452
H -0.1754 5.3456 3.5770 0.360
H -1.9184 5.1073 3.3570 0.333
H 0.2159 4.2075 1.3491 0.037
H -1.5155 3.9214 1.2111 0.233
H -0.0127 2.8701 3.5176 0.406
H -0.9266 -0.3422 2.6521 -0.887
H 0.6893 1.0571 4.5499 0.158
H -0.1827 -0.4627 4.7324 0.503
H -1.1042 2.3342 5.4825 0.330
H -1.3061 0.8139 6.3518 0.413
H -2.3137 1.1672 4.9452 0.243
C 1.9051 -3.2462 -0.1859 -1.743
C 2.9879 -2.3113 -0.7430 2.889
C 2.8669 -2.3406 -2.2719 -1.811
C 4.3757 -2.8313 -0.3623 -2.091
P 2.5317 -0.5267 -0.1829 -1.630
N 1.0069 -0.2593 -0.1339 0.327
C 3.4901 0.6883 -1.3124 2.376
C 2.7647 0.7628 -2.6656 -1.536
C 3.3687 2.0600 -0.6410 -1.730
C 4.9703 0.3786 -1.5446 -1.907
C 3.2026 -0.2960 1.6068 2.631
C 4.7179 -0.2077 1.7842 -2.048
C 2.6769 -1.4875 2.4143 -1.982
C 2.5421 0.9587 2.1908 -2.000
H 1.8427 -4.1493 -0.7995 0.513
H 0.9408 -2.7424 -0.2235 0.006
H 2.0998 -3.5512 0.8409 0.304
H 2.8497 -3.3782 -2.6164 0.694
H 3.7096 -1.8510 -2.7575 0.235
H 1.9469 -1.8642 -2.6022 0.183
H 4.5235 -3.7977 -0.8546 0.560
H 4.4807 -2.9933 0.7107 0.313
H 5.1714 -2.1629 -0.6938 0.282
H 1.7076 0.5321 -2.5660 0.036
H 3.1904 0.0767 -3.3958 0.255
H 2.8462 1.7701 -3.0745 0.537
H 2.3373 2.2459 -0.3407 0.036
H 3.6559 2.8456 -1.3433 0.702
H 4.0191 2.1432 0.2308 0.223
H 5.1086 -0.5364 -2.1193 0.321
H 5.5294 0.2890 -0.6130 0.265
H 5.4068 1.1982 -2.1236 0.509
H 5.2348 -1.0610 1.3457 0.267
H 4.9461 -0.1951 2.8555 0.523
H 5.1264 0.7065 1.3539 0.346
H 3.1761 -2.4153 2.1431 0.283
H 1.6034 -1.6031 2.2584 0.237
H 2.8544 -1.3222 3.4827 0.655
H 3.0907 1.8692 1.9576 0.170
H 2.4892 0.8679 3.2805 0.573
H 1.5336 1.0402 1.7889 0.326
```



(3)
The following is a DFT calculation (ωB97M-V/def2-TZVPD) of 9 unconnected molecules or ions with the total composition C32H54Cl16F5NO5PS.

Values from the calculation:
HOMO	-11.45	eV
2S+1	1
net charge	+1
LUMO	-4.6	eV

```
115
Properties=species:S:1:pos:R:3:mulliken_charge:R:1
C 0.9906 -2.0474 3.5647 -0.891
C -0.4709 -2.4857 3.5659 -0.580
S -1.2665 -2.5130 1.9315 -0.100
C -0.5863 -1.0705 1.0526 -0.974
C 0.8172 -1.2730 0.4928 0.705
C 1.1625 -2.5868 0.1595 -0.895
N 2.3872 -2.8865 -0.3044 0.354
C 3.3592 -1.9791 -0.5047 -0.500
C 4.6450 -2.5028 -1.0536 0.003
C 4.4462 -3.6392 -2.0775 -1.897
C 5.6004 -2.9292 0.1169 1.243
C 5.4866 -4.3966 0.5507 -1.291
C 3.0925 -0.6389 -0.1971 0.954
C 4.2373 0.3267 -0.4039 -1.608
P 4.9600 0.8198 1.2086 1.286
O 4.8250 2.2392 1.5451 -0.857
O 6.4699 0.3135 1.2220 -0.509
O 4.1364 -0.0504 2.2928 -0.415
C 1.7951 -0.2545 0.2756 0.635
C 1.4905 1.2084 0.5224 0.070
O 2.2377 2.0764 0.2957 -0.536
O 0.2172 1.5619 1.0014 -0.303
C -0.6232 2.0455 0.0278 0.836
F -0.5798 1.2545 -1.0616 -0.311
F -0.2899 3.2819 -0.3350 -0.271
C -2.0846 2.0926 0.6175 0.801
F -2.7607 1.0059 0.2727 -0.249
F -2.7213 3.1715 0.1688 -0.250
F -2.0240 2.2095 1.9407 -0.287
H 1.1160 -1.0115 3.2528 0.213
H 1.6081 -2.6518 2.9021 0.172
H 1.3942 -2.1249 4.5722 0.513
H -1.0060 -1.8081 4.2257 0.320
H -0.5220 -3.4931 3.9642 0.457
H -1.2672 -0.9400 0.2165 0.451
H -0.6524 -0.2689 1.7644 0.489
H 0.4713 -3.4081 0.2571 0.573
H 2.5746 -3.8614 -0.4996 0.248
H 5.1967 -1.7518 -1.6062 0.289
H 4.0185 -4.5397 -1.6497 0.432
H 3.7401 -3.2832 -2.8304 0.459
H 5.3890 -3.8196 -2.5798 0.440
H 6.6109 -2.6641 -0.1804 0.549
H 5.3704 -2.2930 0.9839 -1.199
H 5.6919 -4.4723 1.6127 0.380
H 6.1727 -5.0023 -0.0304 0.329
H 4.4683 -4.7558 0.4159 0.269
H 5.0593 -0.1112 -0.9630 -0.051
H 3.9442 1.2253 -0.9225 0.786
H 6.8677 0.5884 2.0645 0.189
H 4.7310 -0.4348 2.9544 0.255
Cl -7.0666 0.8331 -1.6810 -0.092
C -5.6065 1.8466 -1.6655 0.023
C -4.9799 1.9671 -3.0298 -0.509
Cl -4.2782 0.4205 -3.5775 -0.214
H -4.9145 1.4180 -0.9450 -0.215
H -5.9065 2.8335 -1.3145 0.313
H -4.1684 2.6928 -2.9974 0.377
H -5.6999 2.2894 -3.7783 0.316
Cl 7.9362 3.6326 4.2001 -0.190
C 7.6213 4.7670 2.8492 -0.632
C 7.2208 4.0796 1.5697 0.182
Cl 8.5768 3.1452 0.8758 -0.193
H 8.5222 5.3585 2.7103 0.391
H 6.8196 5.4275 3.1741 0.337
H 6.9286 4.8227 0.8308 0.368
H 6.3851 3.4056 1.7179 -0.058
Cl 6.7833 0.5160 -3.8269 -0.187
C 6.7029 2.2785 -4.1231 -0.487
C 7.3227 3.0778 -3.0066 -0.548
Cl 6.3750 2.9947 -1.4990 -0.074
H 5.6597 2.5441 -4.2719 0.300
H 7.2419 2.4641 -5.0499 0.372
H 7.3680 4.1268 -3.2935 0.339
H 8.3313 2.7377 -2.7842 0.297
Cl 7.1589 0.4118 4.9323 -0.099
C 7.3695 -1.3371 5.2602 -0.573
C 7.5470 -2.0811 3.9611 -0.636
Cl 6.0338 -2.0021 3.0185 -0.077
H 6.5014 -1.6874 5.8122 0.336
H 8.2480 -1.4580 5.8912 0.382
H 7.7878 -3.1293 4.1293 0.414
H 8.3385 -1.6397 3.3610 0.317
Cl -12.1298 -0.5023 -0.9901 -0.205
C -11.4361 0.9312 -0.1831 -0.423
C -10.1304 0.6269 0.5015 0.617
Cl -10.3429 -0.4389 1.9172 -0.196
H -12.1749 1.3102 0.5185 0.377
H -11.2765 1.6818 -0.9567 0.291
H -9.6746 1.5533 0.8646 -0.530
H -9.4316 0.1454 -0.1781 0.074
Cl -8.6486 3.4936 1.2271 -0.214
C -7.3032 3.4759 2.3996 -0.564
C -6.2226 2.5282 1.9519 0.075
Cl -6.7615 0.8336 2.0484 -0.133
H -7.6971 3.2042 3.3751 0.355
H -6.9150 4.4915 2.4566 0.367
H -5.3484 2.6222 2.5953 0.281
H -5.9216 2.7376 0.9304 -0.172
Cl -7.8551 1.7169 -5.7007 -0.212
C -8.7857 0.5463 -4.7254 -0.011
C -10.2308 0.4689 -5.1434 -0.461
Cl -11.1183 1.9632 -4.7502 -0.190
H -8.6896 0.8370 -3.6848 -0.110
H -8.3096 -0.4239 -4.8593 0.343
H -10.7210 -0.3432 -4.6087 0.305
H -10.3298 0.2896 -6.2109 0.356
Cl -3.5960 -3.6420 -0.7298 -0.183
C -3.8531 -3.5207 -2.4929 -0.073
C -5.0421 -4.3248 -2.9476 -0.455
Cl -4.7587 -6.0775 -2.8017 -0.186
H -2.9415 -3.8437 -2.9894 0.323
H -4.0106 -2.4666 -2.7161 -0.090
H -5.2402 -4.1194 -3.9982 0.327
H -5.9313 -4.0775 -2.3736 0.317
```



(4)
The following is a DFT calculation (ωB97M-V/def2-TZVPD) of a molecular structure, C32H55BiClN3O2P.

Values from the calculation:
ΔE to the lowest compared entry with this formula, charge and spin	0.093	eV
HOMO (alpha / beta)	-2.57 / -0.97	eV
2S+1	1
net charge	-1
LUMO (alpha / beta)	2.6 / 2.7	eV

```
95
Properties=species:S:1:pos:R:3:mulliken_charge:R:1
Bi -0.0481 0.2343 0.7258 2.538
Cl 2.4648 0.0874 0.2509 -0.762
N 0.0988 2.5373 -0.0080 0.151
N -0.2044 -2.5621 0.3445 0.656
C -0.9380 3.2005 -0.5032 0.342
C -1.0022 -3.0960 -0.5481 0.106
C 1.1633 3.5346 0.2687 1.494
C 0.3836 4.8498 0.2549 -0.795
C 2.1785 3.5122 -0.8649 -1.492
C 1.8235 3.2476 1.6039 -1.789
H 1.7011 3.7984 -1.8127 0.374
H 2.6168 2.5120 -0.9550 0.120
H 2.9686 4.2371 -0.6364 0.441
H 1.0775 2.9016 2.3267 0.074
H 2.2991 4.1687 1.9667 0.510
H 2.5841 2.4670 1.4988 0.325
C 0.6954 -3.6232 0.8567 1.241
C 0.2956 -4.8399 0.0150 -0.934
C 0.4336 -3.8548 2.3348 -1.019
C 2.1528 -3.2795 0.6278 -1.301
H 2.3278 -3.0799 -0.4355 0.388
H 2.7769 -4.1276 0.9371 0.461
H 2.4435 -2.3923 1.1961 -0.273
H -0.5913 -4.2224 2.4788 0.518
H 0.5639 -2.9267 2.9040 -0.315
H 1.1338 -4.6096 2.7184 0.411
O -0.7921 -4.3774 -0.8375 -0.407
H -0.0893 -5.6827 0.6067 0.316
H 1.0922 -5.1961 -0.6476 0.359
O -0.8753 4.5160 -0.4278 -0.433
H 0.8560 5.6581 -0.3149 0.307
H 0.1292 5.1990 1.2656 0.370
C -2.1103 2.5668 -1.1601 -1.706
C -2.1127 -2.4046 -1.2693 -1.721
C -1.6185 -1.1342 -1.8925 -0.363
H -2.8906 -2.1999 -0.5174 0.244
H -2.5336 -3.1047 -2.0033 0.482
C -1.7872 0.0799 -1.1931 -1.452
C -1.6401 1.3142 -1.8515 -0.311
H -2.1958 0.0523 -0.1385 1.918
C -1.0155 1.3386 -3.0934 1.623
C -0.6519 0.1276 -3.6923 -1.985
C -0.6754 2.6405 -3.7656 -1.473
C -0.9908 -1.1071 -3.1326 1.407
H -0.1191 0.1496 -4.6420 0.230
C -0.6555 -2.3881 -3.8461 -1.597
H -0.2691 -2.1639 -4.8457 0.458
H -1.5300 -3.0423 -3.9536 0.296
H 0.1178 -2.9588 -3.3120 0.201
H -1.5081 3.3535 -3.7397 0.287
H -0.4126 2.4529 -4.8128 0.493
H 0.1951 3.1250 -3.2977 0.081
H -2.5680 3.2893 -1.8514 0.401
H -2.8497 2.3535 -0.3702 0.342
C -3.4884 -0.6173 4.8351 -1.960
C -2.8228 0.2576 3.7638 2.542
C -3.1407 -0.3462 2.3954 -1.711
C -3.2955 1.7127 3.7790 -1.735
P -0.8778 0.2149 4.0660 -0.446
N -0.1635 0.8298 2.7994 -0.263
C -0.4180 1.3825 5.5802 2.147
C 0.9075 0.8970 6.1791 -1.688
C -0.2760 2.8149 5.0742 -1.551
C -1.4803 1.3013 6.6868 -2.174
C 3.3341 -1.7325 4.0707 0.757
C 2.2706 -2.1583 4.9902 -0.813
C 4.4288 -2.6604 3.7476 -1.532
C 3.4032 -0.3259 3.6588 -0.510
H -4.5730 -0.6413 4.6602 0.574
H -3.3209 -0.2589 5.8552 0.289
H -3.1065 -1.6438 4.7695 0.310
H -4.2296 -0.4712 2.2899 0.630
H -2.8276 0.3392 1.5969 -0.020
H -2.6681 -1.3273 2.2451 0.192
H -4.3407 1.7433 3.4324 0.502
H -3.2669 2.1804 4.7691 0.335
H -2.6982 2.3227 3.0869 0.009
H 1.7311 0.9341 5.4548 0.121
H 1.1760 1.5472 7.0250 0.536
H 0.8238 -0.1292 6.5624 0.353
H -1.1820 3.1782 4.5752 0.248
H -0.0742 3.4744 5.9322 0.495
H 0.5573 2.8984 4.3707 0.144
H -2.4564 1.6942 6.3825 0.348
H -1.6022 0.2724 7.0482 0.370
H -1.1415 1.9134 7.5361 0.513
H 1.2956 -1.7134 4.7304 -0.203
H 2.1572 -3.2527 4.9967 0.372
H 2.4791 -1.8581 6.0346 0.384
H 5.1894 -2.6998 4.5469 0.362
H 4.0566 -3.6884 3.6195 0.308
H 4.9467 -2.3639 2.8251 0.329
H 4.0912 -0.1875 2.8129 0.407
H 2.4201 0.0731 3.3520 -0.309
H 3.7714 0.3217 4.4785 0.503
```



E_tot, record by record: -10158.29481, -8869.21000, -10284.55208, -2583.16097 a.u.
Max |F|, record by record: 2.49, 1.20, 1.64, 3.07 eV/A